Below is a 2-piece molecular cluster, C37H31F5N4O overall, with properties calculated with ωB97M-V with the def2-TZVPD basis set.

Each line ends with the Löwdin charge.
Atoms and positions in Å:
C1 -6.139 -3.281 -2.566  -0.1193
C2 -5.531 -4.517 -2.306  -0.1015
C3 -4.138 -4.612 -2.242  -0.0598
C4 -3.325 -3.498 -2.554  -0.1611
C5 -1.859 -3.527 -2.676  -0.2139
N1 -1.279 -2.348 -2.794  0.0345
C6 -0.086 -1.918 -3.052  -0.2542
C7 0.339 -0.619 -2.680  -0.2454
N2 0.786 0.413 -2.348  0.0748
C8 -1.066 -4.769 -2.662  -0.1515
C9 -1.580 -5.989 -3.153  -0.0539
C10 -0.822 -7.160 -3.107  -0.0934
C11 0.507 -7.117 -2.662  -0.1119
C12 1.062 -5.898 -2.243  -0.0947
C13 0.273 -4.746 -2.213  -0.0497
C14 -3.951 -2.251 -2.730  -0.0449
C15 -5.343 -2.140 -2.754  -0.0979
H1 -7.227 -3.210 -2.614  0.0892
H2 -6.142 -5.411 -2.155  0.0964
H3 -3.676 -5.554 -1.950  0.0939
H4 0.661 -2.511 -3.610  0.1035
H5 -2.589 -6.017 -3.566  0.1016
H6 -1.272 -8.108 -3.412  0.0989
H7 1.106 -8.027 -2.645  0.0914
H8 2.110 -5.845 -1.937  0.0961
H9 0.706 -3.822 -1.831  0.0944
H10 -3.324 -1.369 -2.859  0.0986
H11 -5.800 -1.165 -2.918  0.0926
C16 2.128 5.032 -1.140  -0.0023
N3 1.430 4.235 -0.162  -0.0263
C17 0.099 4.404 0.107  -0.3608
O1 -0.626 5.301 -0.317  0.0956
C18 -0.291 3.304 1.104  -0.1387
C19 -1.214 2.253 0.477  -0.0405
C20 -2.502 2.865 0.013  -0.0810
C21 -2.717 3.188 -1.330  -0.1332
F1 -1.740 2.928 -2.233  0.1049
C22 -3.872 3.836 -1.760  -0.1087
F2 -4.023 4.187 -3.053  0.1202
C23 -4.877 4.127 -0.834  -0.1088
F3 -5.999 4.755 -1.231  0.1227
C24 -4.698 3.800 0.512  -0.1176
F4 -5.655 4.097 1.411  0.1128
C25 -3.516 3.181 0.915  -0.1309
F5 -3.320 2.948 2.243  0.0858
N4 1.016 2.791 1.527  0.0591
C26 1.133 1.865 2.495  0.0181
C27 2.338 1.298 2.882  -0.0690
C28 2.435 0.363 3.898  0.0224
C29 3.665 -0.205 4.359  -0.2132
C30 3.648 -1.147 5.424  -0.0211
C31 4.815 -1.744 5.879  -0.0662
C32 6.050 -1.417 5.294  -0.0556
C33 6.097 -0.476 4.254  -0.0658
C34 4.930 0.130 3.793  -0.0099
C35 2.136 3.304 0.713  -0.4536
C36 2.821 2.218 -0.127  0.0107
C37 3.183 4.065 1.542  0.0112
H12 1.410 5.617 -1.719  0.1042
H13 2.841 5.714 -0.661  0.0944
H14 2.685 4.370 -1.811  0.0978
H15 -0.830 3.762 1.952  0.1721
H16 -0.701 1.795 -0.383  0.1214
H17 -1.425 1.483 1.235  0.1324
H18 0.203 1.571 2.995  0.1579
H19 3.243 1.605 2.363  0.0641
H20 1.519 0.051 4.405  0.1292
H21 2.679 -1.387 5.868  0.1175
H22 4.769 -2.468 6.693  0.1111
H23 6.966 -1.887 5.648  0.1097
H24 7.055 -0.211 3.800  0.1114
H25 4.984 0.867 2.985  0.1079
H26 2.117 1.748 -0.830  0.0591
H27 3.642 2.687 -0.683  0.0928
H28 3.242 1.442 0.515  0.0743
H29 2.718 4.925 2.041  0.1065
H30 3.635 3.429 2.304  0.0707
H31 3.972 4.415 0.865  0.0927

ΔE to the lowest compared entry with this formula, charge and spin = 1.9 kcal/mol
calculated total energy = -60462.7684 eV
2S+1 = 1
charge = 0
HOMO level = -4.730 eV

=====

Below is a 7-piece molecular cluster, C37H31F6O3 overall, with properties calculated with ωB97M-V with the def2-TZVPD basis set.

Each line ends with the Löwdin charge.
Atoms and positions in Å:
O1 1.766 -1.976 1.048  0.0319
C1 2.700 -2.921 0.869  -0.9767
O2 2.872 -3.692 1.779  -0.0442
O3 3.141 -3.082 -0.280  -0.0782
H1 1.578 -2.351 1.911  0.0677
F1 4.088 0.892 -5.581  0.0337
C2 4.182 2.241 -5.274  -0.2135
C3 3.833 2.757 -4.021  -0.0337
C4 3.912 4.091 -3.714  -0.0814
C5 4.351 5.014 -4.695  -0.0890
C6 4.694 4.515 -5.938  -0.1177
C7 4.590 3.172 -6.272  -0.0204
H2 3.639 1.994 -3.282  0.1225
H3 3.716 4.413 -2.702  0.1029
H4 4.296 6.078 -4.518  0.0940
H5 5.004 5.140 -6.763  0.0972
H6 4.837 2.923 -7.294  0.1054
F2 -3.822 4.364 8.685  0.0135
C8 -3.889 3.193 7.936  -0.2021
C9 -2.806 2.944 7.030  -0.0296
C10 -2.768 1.788 6.348  -0.1152
C11 -3.909 1.020 6.242  -0.0639
C12 -5.094 1.298 7.046  -0.0730
C13 -5.007 2.357 7.893  -0.0633
H7 -1.953 3.605 7.080  0.1150
H8 -1.878 1.555 5.782  0.1139
H9 -3.951 0.018 5.843  0.0949
H10 -5.962 0.664 7.141  0.1009
H11 -5.896 2.436 8.501  0.1089
F3 -1.648 -6.643 4.297  0.1136
C14 -2.874 -6.288 4.072  -0.3397
C15 -3.163 -5.501 3.008  -0.0118
C16 -4.434 -4.895 2.868  -0.0750
C17 -5.376 -5.131 3.860  -0.1002
C18 -5.092 -6.009 4.942  -0.0853
C19 -3.845 -6.582 5.047  -0.0232
H12 -2.492 -5.283 2.190  0.1203
H13 -4.567 -4.217 2.038  0.1020
H14 -6.334 -4.656 3.708  0.0887
H15 -5.707 -6.131 5.822  0.0954
H16 -3.348 -7.032 5.894  0.1149
F4 8.173 0.033 -1.450  0.0776
C20 8.809 0.691 -0.478  -0.2654
C21 9.044 2.024 -0.707  -0.0204
C22 9.841 2.727 0.192  -0.0898
C23 10.261 2.105 1.329  -0.1283
C24 9.869 0.827 1.668  -0.1134
C25 9.101 0.128 0.803  -0.0031
H17 8.637 2.432 -1.621  0.1168
H18 10.249 3.705 -0.018  0.1015
H19 10.942 2.470 2.084  0.0980
H20 10.093 0.506 2.675  0.1080
H21 8.799 -0.877 1.057  0.1182
F5 -5.544 6.092 -2.796  0.0323
C26 -4.680 5.196 -2.235  -0.2269
C27 -3.594 4.541 -2.900  -0.0287
C28 -2.814 3.591 -2.236  -0.0706
C29 -3.077 3.295 -0.867  -0.0982
C30 -4.188 3.780 -0.222  -0.0995
C31 -4.969 4.753 -0.886  -0.0134
H22 -3.378 4.908 -3.892  0.1033
H23 -2.031 3.052 -2.748  0.1020
H24 -2.502 2.518 -0.385  0.1003
H25 -4.417 3.526 0.802  0.1019
H26 -5.804 5.101 -0.295  0.0974
F6 -0.245 -5.050 -5.096  0.0575
C32 -1.560 -4.761 -5.223  -0.2500
C33 -2.298 -5.515 -6.162  -0.0151
C34 -3.626 -5.159 -6.361  -0.1059
C35 -4.237 -4.099 -5.711  -0.1009
C36 -3.466 -3.380 -4.798  -0.1045
C37 -2.152 -3.677 -4.519  -0.0062
H27 -1.715 -6.293 -6.632  0.1109
H28 -4.260 -5.765 -6.991  0.0962
H29 -5.274 -3.810 -5.789  0.0971
H30 -3.883 -2.513 -4.307  0.1008
H31 -1.483 -3.184 -3.830  0.1201

ΔE to the lowest compared entry with this formula, charge and spin = 93.7 kcal/mol
calculated total energy = -61317.4587 eV
2S+1 = 1
charge = -1
HOMO level = -3.655 eV

=====

Below is C37H31N3O4P2S4W as an isolated structure, with properties calculated with ωB97M-V with the def2-TZVPD basis set.

Each line ends with the Mulliken spin population.
Atoms and positions in Å:
W1 0.908 1.986 0.057  1.5544
S1 -1.130 2.942 -1.314  -0.0010
P1 -1.694 1.001 -1.120  0.0421
C1 -0.249 0.306 -0.519  0.0909
P2 0.228 -1.386 -0.456  0.0044
S2 2.048 -1.658 0.224  -0.0031
C2 0.003 -2.079 -2.130  -0.0013
C3 0.103 -1.248 -3.242  0.0294
C4 -0.089 -1.753 -4.521  0.0017
C5 -0.375 -3.099 -4.698  0.0001
C6 -0.443 -3.943 -3.597  0.0000
C7 -0.252 -3.437 -2.319  0.0009
C8 -0.962 -2.360 0.545  0.0154
C9 -2.238 -2.650 0.067  0.0026
C10 -3.156 -3.325 0.856  -0.0018
C11 -2.805 -3.719 2.141  0.0042
C12 -1.533 -3.444 2.623  -0.0018
C13 -0.612 -2.770 1.826  0.0026
C14 -2.487 0.503 -2.680  0.0101
C15 -2.079 1.103 -3.869  0.0051
C16 -2.647 0.721 -5.076  0.0009
C17 -3.620 -0.268 -5.104  -0.0004
C18 -4.040 -0.862 -3.922  0.0011
C19 -3.482 -0.473 -2.714  -0.0017
C20 -3.066 0.935 0.076  -0.0055
C21 -4.286 1.540 -0.236  0.0042
C22 -5.334 1.503 0.668  0.0008
C23 -5.175 0.849 1.887  -0.0006
C24 -3.965 0.256 2.206  -0.0016
C25 -2.906 0.305 1.304  0.0200
H1 0.323 -0.198 -3.092  -0.0337
H2 -0.029 -1.093 -5.378  0.0003
H3 -0.539 -3.492 -5.694  0.0001
H4 -0.652 -4.997 -3.734  -0.0001
H5 -0.297 -4.100 -1.464  0.0003
H6 -2.504 -2.366 -0.941  -0.0017
H7 -4.144 -3.547 0.470  0.0000
H8 -3.519 -4.251 2.759  0.0003
H9 -1.249 -3.764 3.619  -0.0001
H10 0.388 -2.556 2.185  -0.0003
H11 -1.323 1.878 -3.839  -0.0032
H12 -2.329 1.197 -5.994  0.0001
H13 -4.063 -0.565 -6.046  0.0000
H14 -4.812 -1.621 -3.940  0.0001
H15 -3.852 -0.902 -1.793  0.0003
H16 -4.406 2.046 -1.188  -0.0021
H17 -6.274 1.983 0.428  -0.0001
H18 -5.999 0.808 2.588  0.0000
H19 -3.839 -0.254 3.153  -0.0001
H20 -1.955 -0.145 1.554  0.0189
N1 5.475 -1.330 6.088  0.0003
C26 5.040 -0.494 5.078  0.0008
C27 5.940 0.006 4.134  -0.0004
C28 5.512 0.877 3.152  0.0000
C29 4.178 1.258 3.106  0.0086
C30 3.269 0.777 4.044  0.0010
C31 3.699 -0.095 5.021  -0.0009
S3 3.643 2.361 1.868  -0.0221
O1 2.633 3.193 2.475  0.0041
O2 4.793 2.973 1.267  0.0039
N2 2.849 1.410 0.761  0.0593
C32 3.348 1.290 -0.524  -0.0153
S4 4.937 0.985 -1.095  0.0037
C33 4.339 1.029 -2.713  -0.0016
C34 3.014 1.265 -2.725  0.0075
N3 2.452 1.403 -1.478  0.0357
H21 6.369 -1.774 5.975  0.0000
H22 4.786 -1.875 6.574  0.0000
H23 6.982 -0.290 4.181  0.0000
H24 6.207 1.275 2.423  0.0002
H25 2.236 1.097 4.008  -0.0032
H26 2.999 -0.469 5.759  -0.0001
H27 4.997 0.885 -3.554  0.0005
H28 2.394 1.343 -3.605  0.0000
C35 0.472 5.268 0.954  -0.0112
C36 0.952 4.016 0.346  -0.0957
O3 1.947 3.890 -0.371  0.0784
H29 0.822 6.131 0.391  0.0018
H30 0.905 5.290 1.959  -0.0005
H31 -0.612 5.262 1.040  -0.0010
O4 -0.278 1.695 2.952  0.1413
C37 0.114 1.811 1.894  0.0538

ΔE to the lowest compared entry with this formula, charge and spin = 2.9 kcal/mol
calculated total energy = -115277.9567 eV
2S+1 = 3
charge = 0
expectation value of S² = 2.016
HOMO level (spin up / spin down) = -6.947 / -7.584 eV

=====

Below is C37H32BiNP2S as an isolated structure, with properties calculated with ωB97M-V with the def2-TZVPD basis set.

Each line ends with the Löwdin charge.
Atoms and positions in Å:
C1 0.566 -1.586 -2.149  -0.1153
C2 -0.432 -2.112 -1.301  -0.3633
C3 -1.758 -2.114 -1.780  -0.0950
C4 -2.043 -1.717 -3.081  -0.0674
C5 -1.036 -1.290 -3.945  -0.0475
C6 0.277 -1.212 -3.458  -0.0971
P1 -0.230 -2.214 0.542  0.9258
C7 -1.425 -3.542 1.098  -0.3489
C8 -2.557 -3.280 1.908  -0.1117
C9 -3.528 -4.269 2.092  -0.0528
C10 -3.325 -5.530 1.512  -0.0384
C11 -2.154 -5.835 0.803  -0.0343
C12 -1.185 -4.842 0.625  -0.0687
Bi1 -1.041 0.073 1.510  1.4141
P2 -0.123 2.245 0.397  0.9238
C13 -1.505 2.570 -0.783  -0.3923
C14 -1.178 2.788 -2.125  -0.1386
C15 -2.081 2.423 -3.135  -0.0529
C16 -3.406 2.059 -2.806  -0.0484
C17 -3.809 2.026 -1.471  -0.0624
C18 -2.870 2.300 -0.466  -0.1391
C19 -0.180 3.668 1.534  -0.3559
C20 0.694 3.710 2.643  -0.0828
C21 0.532 4.680 3.637  -0.0406
C22 -0.511 5.616 3.516  -0.0314
C23 -1.384 5.569 2.421  -0.0469
C24 -1.230 4.596 1.435  -0.0780
C25 1.552 2.274 -0.363  -0.3798
C26 2.533 1.276 -0.156  -0.1003
C27 3.799 1.361 -0.751  -0.0527
C28 4.129 2.476 -1.538  -0.0369
C29 3.187 3.495 -1.692  -0.0461
C30 1.927 3.416 -1.095  -0.1038
C31 1.470 -2.883 0.727  -0.3594
C32 1.973 -3.705 -0.285  -0.1138
C33 3.246 -4.268 -0.174  -0.0433
C34 4.049 -3.991 0.935  -0.0424
C35 3.557 -3.180 1.959  -0.0512
C36 2.273 -2.637 1.863  -0.0767
H1 1.502 2.974 2.728  0.1070
H2 1.188 4.690 4.508  0.1209
H3 -0.656 6.357 4.297  0.1201
H4 -2.228 6.259 2.360  0.1217
H5 -1.935 4.560 0.598  0.1034
H6 -0.192 3.203 -2.382  0.0810
H7 -1.747 2.387 -4.180  0.1250
H8 -4.110 1.772 -3.597  0.1231
H9 -4.848 1.776 -1.193  0.1268
H10 -3.224 2.261 0.568  0.0956
H11 2.300 0.407 0.466  0.0858
H12 4.533 0.559 -0.628  0.1192
H13 5.113 2.540 -2.022  0.1273
H14 3.425 4.364 -2.306  0.1232
H15 1.217 4.238 -1.209  0.1178
H16 1.376 -3.894 -1.187  0.1085
H17 3.624 -4.877 -0.988  0.1186
H18 5.065 -4.394 0.995  0.1252
H19 4.194 -2.935 2.812  0.1219
H20 1.881 -2.012 2.673  0.0791
H21 -2.717 -2.303 2.376  0.0621
H22 -4.421 -4.045 2.676  0.1204
H23 -4.097 -6.285 1.626  0.1189
H24 -1.993 -6.824 0.382  0.1213
H25 -0.248 -5.083 0.107  0.1083
H26 -2.587 -2.371 -1.102  0.1131
H27 -3.091 -1.705 -3.389  0.1203
H28 -1.295 -0.965 -4.961  0.1254
H29 1.086 -0.765 -4.053  0.1180
H30 1.590 -1.390 -1.804  0.1124
H31 0.299 1.370 -2.917  0.0786
H32 1.001 1.262 -2.648  0.0969
S1 1.814 0.161 5.509  0.7556
C37 0.996 0.151 4.173  -0.9747
N1 0.412 0.140 3.106  -0.2755

ΔE to the lowest compared entry with this formula, charge and spin = 0.0 kcal/mol
calculated total energy = -75614.8511 eV
2S+1 = 1
charge = +2
HOMO level = -13.978 eV